Formula: C33H53BFeN8S4
Source: OMol25
Level of theory: wB97M-V/def2-TZVPD

Properties
Energy above the lowest of the compared OMol25 structures with the same formula, charge and spin = 1.1992 eV
Gap between HOMO and LUMO (spin up / spin down) = 7.18 / 7.24 eV
Lowest unoccupied orbital energy (spin up / spin down) = -5.76 / -6.03 eV
Net charge = +2
Multiplicity = 5
<S²> = 6.0234
Molar mass = 756.77 g mol⁻¹
HOMO level (spin up / spin down) = -12.9 / -13.3 eV

Geometry as XYZ:
```
100
Properties=species:S:1:pos:R:3:forces:R:3:mulliken_spin:R:1
Fe -2.49577 -0.55583 0.99415 -1.88 -1.16 1.22 3.52
C -2.91787 -3.70363 -2.89825 -0.09 -0.13 -0.07 0.01
C -1.68437 -2.91003 -2.68225 0.58 0.20 -0.32 -0.02
C -0.83187 -2.57843 -3.69545 -0.23 0.02 0.73 0.01
C 0.30833 -1.78053 -3.41575 -0.26 -0.06 0.15 0.00
N 0.49783 -1.27653 -2.23075 0.56 0.62 -0.08 0.01
N -0.35147 -1.53813 -1.23405 -0.90 -1.10 -0.39 0.01
B -0.04797 -0.73573 0.01875 0.68 -0.43 -0.58 -0.04
N -0.64217 0.69637 0.07275 -0.58 1.15 -0.89 0.07
N 0.28303 1.56227 0.50255 0.81 0.45 0.57 0.00
C 0.08253 2.84757 0.50415 -0.32 -0.25 -0.08 0.02
C -1.17167 3.37287 0.10425 -0.32 -0.51 -0.12 0.01
C -2.12917 2.53437 -0.38295 0.45 0.47 0.44 0.07
C -3.39167 3.09157 -0.94495 -0.07 0.07 -0.10 0.00
C -1.85897 1.12177 -0.40925 0.70 0.92 -1.45 -0.12
S -2.91167 0.09607 -1.25345 -0.06 0.18 -0.20 0.10
C 1.23583 3.77487 0.79505 0.28 0.05 0.08 0.00
C 2.50903 2.98807 1.09985 -0.23 0.10 -0.08 0.00
C 1.45803 4.60857 -0.47865 -0.01 -0.12 0.09 0.00
C 0.89553 4.70367 1.96535 -0.02 -0.20 -0.12 0.00
N 1.47163 -0.68693 0.43605 -0.03 -0.72 1.29 0.01
N 2.61783 -0.35723 -0.08985 0.38 0.39 -0.85 0.00
C 3.69503 -0.45803 0.66775 -0.11 -0.07 0.26 0.00
C 3.61383 -0.85943 2.02395 -0.57 -0.11 -0.09 0.00
C 2.40733 -1.21313 2.58305 0.15 0.17 -0.43 0.00
C 2.22643 -1.67203 3.98355 -0.11 -0.03 0.05 0.00
C 1.32963 -1.12323 1.69095 0.70 0.46 -0.12 0.01
S -0.33357 -1.57613 1.75905 0.27 -0.87 0.33 0.04
C 5.05233 -0.18243 0.06365 0.23 0.06 -0.17 0.00
C 5.87683 -1.47843 0.14995 -0.14 0.13 -0.07 0.00
C 5.77483 0.91547 0.85675 -0.17 -0.10 -0.11 0.00
C 4.92313 0.24317 -1.39505 -0.03 -0.09 0.20 0.00
C -1.40057 -2.39513 -1.38245 0.52 0.11 0.10 0.03
S -2.41807 -2.78213 -0.09325 -0.28 -0.44 0.07 0.07
C 1.32763 -1.50493 -4.48745 0.25 0.10 -0.10 0.00
C 0.66723 -0.72233 -5.62895 0.07 -0.09 0.18 0.00
C 1.83843 -2.86153 -4.99275 -0.03 0.16 0.06 0.00
C 2.49413 -0.71083 -3.90915 -0.20 -0.16 -0.10 0.00
H -2.97557 -4.05253 -3.92345 0.00 -0.07 -0.10 0.00
H -3.78667 -3.07973 -2.68855 -0.10 -0.04 0.04 0.00
H -2.95367 -4.55343 -2.22025 -0.07 -0.07 0.00 0.00
H -1.03377 -2.91363 -4.69755 0.02 -0.06 -0.20 0.00
H -1.35167 4.43547 0.12675 0.03 0.14 -0.05 0.00
H -3.20707 4.08137 -1.35485 -0.01 0.06 0.02 0.00
H -4.13757 3.19867 -0.15985 -0.16 0.01 0.01 0.00
H -3.79407 2.45367 -1.72735 -0.05 0.07 0.02 0.00
H 2.72913 2.29947 0.28835 0.11 -0.06 -0.06 0.00
H 2.40523 2.41947 2.01995 0.02 -0.13 0.14 0.00
H 3.33833 3.68057 1.21235 0.10 0.08 0.03 0.00
H 1.65383 3.96367 -1.33195 0.06 -0.07 -0.13 0.00
H 2.31403 5.26187 -0.33935 0.10 0.09 0.02 0.00
H 0.59903 5.23067 -0.71145 -0.10 0.13 -0.04 0.00
H 0.73423 4.13217 2.87585 -0.02 -0.04 0.15 0.00
H 0.00583 5.29447 1.76465 -0.10 0.12 0.01 0.00
H 1.72263 5.38837 2.13125 0.06 0.09 0.03 0.00
H 4.50903 -0.90843 2.62405 0.12 0.01 0.02 0.00
H 3.18203 -1.77163 4.48945 0.01 -0.02 0.05 0.00
H 1.71493 -2.63313 3.99205 -0.01 -0.11 0.09 0.00
H 1.60823 -0.96253 4.53265 -0.03 0.04 0.10 0.00
H 6.06863 -1.76613 1.17965 0.06 -0.06 0.15 0.00
H 6.83493 -1.32293 -0.33815 0.11 -0.01 -0.04 0.00
H 5.36843 -2.30063 -0.34765 -0.04 -0.11 -0.09 0.00
H 5.91733 0.64217 1.89805 0.05 -0.01 0.17 0.00
H 5.22323 1.84967 0.81505 -0.05 0.18 0.01 0.00
H 6.75643 1.07537 0.41775 0.08 0.04 0.00 0.00
H 4.52303 -0.56963 -1.98995 -0.03 -0.04 -0.13 0.00
H 5.89893 0.51177 -1.78725 0.14 0.03 -0.02 0.00
H 4.25803 1.09557 -1.49205 -0.07 0.15 -0.09 0.00
H -0.14707 -1.28143 -6.08195 -0.11 -0.04 -0.11 0.00
H 1.40653 -0.52023 -6.39875 0.05 0.02 -0.12 0.00
H 0.27923 0.22757 -5.26745 -0.05 0.12 0.00 0.00
H 1.04203 -3.45263 -5.43555 -0.07 -0.11 -0.10 0.00
H 2.27483 -3.42943 -4.17335 0.08 -0.10 0.04 0.00
H 2.60213 -2.70543 -5.74845 0.10 0.00 -0.11 0.00
H 2.16293 0.25157 -3.53165 0.02 0.15 0.09 0.00
H 3.24773 -0.55123 -4.67405 0.10 0.01 -0.11 0.00
H 2.93183 -1.26593 -3.08545 0.11 0.02 0.08 0.00
C -4.41187 -2.55963 2.49745 -0.34 0.15 0.02 0.02
C -5.38017 -1.43673 2.17185 0.13 -0.31 0.10 -0.01
N -4.75467 -0.59653 1.14925 -0.48 0.00 -0.45 0.10
C -5.25977 0.76957 1.14045 -0.16 0.23 -0.06 0.00
C -4.67077 1.57957 2.29755 0.25 -0.05 -0.03 0.00
S -2.95627 1.09147 2.74105 -0.20 0.42 0.41 0.05
C -3.24497 -0.00963 4.18165 0.18 0.09 -0.09 0.00
C -2.75017 -1.43553 3.97735 -0.05 0.06 0.39 0.00
N -3.06647 -2.00853 2.67115 0.44 -0.30 0.38 0.05
H -4.36857 -3.24723 1.65085 -0.04 -0.04 0.09 0.00
H -4.74467 -3.11563 3.37785 0.02 -0.04 -0.01 0.00
H -5.58257 -0.83493 3.05475 -0.06 0.03 0.01 0.00
H -6.33167 -1.85373 1.83125 -0.01 0.10 0.06 0.00
H -4.93007 -1.02403 0.24545 -0.06 0.06 -0.08 0.00
H -6.35587 0.80707 1.21145 0.13 0.01 -0.04 0.00
H -4.97067 1.21587 0.18925 -0.07 -0.05 0.08 0.00
H -5.26777 1.49347 3.20185 0.03 0.06 0.08 0.00
H -4.62227 2.63657 2.03945 -0.07 0.00 0.05 0.00
H -4.30497 0.02467 4.41475 -0.01 0.09 0.02 0.00
H -2.70307 0.43477 5.01615 -0.10 -0.03 0.02 0.00
H -3.15347 -2.05003 4.79115 0.05 0.01 0.00 0.00
H -1.66217 -1.43783 4.07245 -0.13 -0.05 0.03 0.00
H -2.43177 -2.79003 2.54715 0.09 -0.01 -0.06 0.00
```
Positions in Å, forces in eV/Å.

Formula: C42H81N3O6P
Source: OMol25
Level of theory: wB97M-V/def2-TZVPD

Properties
Gap between HOMO and LUMO = 6.30 eV
Lowest unoccupied orbital energy = -2.27 eV
Net charge = +1
Molar mass = 755.10 g mol⁻¹
HOMO level = -8.6 eV

Geometry as XYZ:
```
133
Properties=species:S:1:pos:R:3:forces:R:3:lowdin_charge:R:1
C -0.44426 -1.10712 -1.45887 -0.17 0.07 0.31 -0.06
C 0.33942 -1.45753 -0.12807 -0.31 0.18 -2.11 -0.24
O 0.25768 -0.28996 0.70728 -0.13 -1.15 0.73 -0.19
C 0.83062 -0.51797 1.99914 0.59 0.50 -0.22 -0.15
C -0.05083 0.06580 3.20775 -0.19 -0.19 -1.35 -0.13
C -1.38364 0.91069 2.80889 0.00 0.51 0.37 -0.14
C -1.13215 2.35799 3.39116 -0.15 0.01 0.75 -0.13
C -2.40755 3.26009 3.59951 0.29 0.59 0.34 -0.13
C -2.58302 4.43079 2.55347 -0.62 0.36 0.02 -0.33
C -2.06217 5.82112 3.15373 -1.27 -0.70 -0.59 -0.08
C -2.01072 4.13933 1.11174 0.82 1.20 0.42 -0.18
C -0.54873 4.75135 0.86063 -0.97 -1.18 -1.78 -0.17
C 0.14948 3.75096 -0.15443 0.61 0.31 -0.25 -0.11
C 1.43802 3.97069 -0.71170 -0.19 0.50 0.08 -0.29
C 1.56744 4.95776 -1.92792 0.49 0.08 1.62 -0.07
C 2.68213 3.20064 -0.13762 -1.15 -1.43 -2.16 -0.06
C -2.64233 0.06503 3.36548 0.33 0.63 -1.38 -0.17
C -3.87114 -0.19755 2.40077 -0.75 1.50 -0.37 -0.13
C -4.48021 1.06559 1.71537 -1.61 2.13 0.01 -0.16
C -5.53413 1.77545 2.47682 0.57 0.50 -1.33 -0.05
C -6.21343 2.96024 1.98186 1.41 -0.91 -0.98 -0.08
C -5.85061 3.49764 0.67055 1.09 -2.38 1.01 -0.06
C -4.82833 2.78610 -0.10586 -1.00 0.08 1.68 -0.04
C -4.15098 1.58043 0.39225 -0.73 0.48 0.80 -0.20
C -3.09534 0.87256 -0.50387 -0.63 0.93 -0.80 -0.06
N -1.96264 -1.30656 3.39277 1.28 0.02 0.70 -0.22
P -2.93040 -2.78653 3.64498 -3.92 -0.40 0.46 0.97
C -2.79025 -3.57516 5.31631 1.66 0.35 0.69 -0.28
C -2.86556 -3.97797 2.20348 0.25 -0.07 -0.06 -0.25
C -0.61962 -1.13011 4.06201 1.69 -1.60 -0.33 -0.23
C -0.52001 -1.16164 5.62478 0.32 3.74 0.84 -0.06
C -0.08041 0.33160 6.18905 -1.58 -0.37 2.95 -0.23
C -0.38293 0.53765 7.78225 -2.91 2.50 -3.46 0.03
O -1.18947 1.19222 6.58171 2.34 -1.50 -1.90 -0.20
H -1.52507 -1.40235 -1.37777 1.00 0.24 -0.08 0.06
H -0.01638 -1.61830 -2.35728 -0.29 0.45 0.82 0.08
H -0.42669 0.00411 -1.63075 0.19 -1.10 0.10 0.08
H 1.40711 -1.70276 -0.41837 -1.06 0.27 0.78 0.11
H -0.17122 -2.35579 0.32153 0.65 0.71 0.04 0.11
H 1.83434 0.00532 2.01653 -0.99 -0.51 0.06 0.13
H 1.05695 -1.61290 2.10769 -0.34 0.83 0.16 0.12
H 0.66187 0.79216 3.65714 -0.88 -0.86 0.36 0.12
H -1.59626 1.06666 1.72322 0.73 -0.61 0.75 0.11
H -0.62345 2.28795 4.39779 -0.62 -0.18 -1.00 0.10
H -0.35433 2.83319 2.72260 -0.98 -0.43 0.52 0.12
H -3.34977 2.64867 3.69300 1.01 0.50 -0.35 0.09
H -2.29931 3.75806 4.60962 -0.13 -0.57 -0.98 0.12
H -3.69636 4.58409 2.42814 1.10 -0.28 0.10 0.12
H -2.89703 6.18782 3.81706 1.16 -0.28 -0.32 0.08
H -2.01441 6.54550 2.30038 0.34 -0.45 0.90 0.08
H -1.10083 5.71374 3.71327 -0.77 0.29 -0.55 0.08
H -2.69127 4.62439 0.35533 0.63 -0.83 0.65 0.12
H -1.90125 3.04354 0.93234 -0.49 0.90 0.06 0.06
H -0.59574 5.80116 0.47184 0.09 -0.72 0.51 0.11
H 0.06050 4.71796 1.80799 -0.48 0.17 -1.01 0.10
H -0.37873 2.81358 -0.49893 1.01 0.05 2.04 0.10
H 0.57244 5.43443 -2.10575 0.94 -0.13 0.21 0.08
H 1.76604 4.30648 -2.83040 -0.08 0.54 1.00 0.08
H 2.41280 5.68065 -1.79541 -0.75 -0.36 -0.49 0.07
H 2.76356 3.28378 0.97082 -0.06 0.31 -0.98 0.07
H 2.47748 2.10207 -0.35961 0.33 0.85 0.45 0.08
H 3.62972 3.44274 -0.68633 -0.80 -0.03 0.69 0.08
H -2.95288 0.49149 4.35239 0.28 -1.03 -0.53 0.16
H -3.62591 -0.91959 1.56520 -0.03 0.53 1.06 0.11
H -4.69650 -0.60969 3.04586 0.95 0.08 -0.86 0.10
H -5.79929 1.38540 3.49571 0.21 0.40 -1.12 0.11
H -7.00776 3.44543 2.60391 0.90 -0.52 -0.70 0.11
H -6.37804 4.40009 0.29624 0.63 -0.81 0.14 0.10
H -4.58442 3.23363 -1.10199 -0.04 -0.78 0.95 0.11
H -3.22230 1.29984 -1.54303 0.20 -0.50 1.01 0.09
H -3.28320 -0.22745 -0.61269 0.32 0.94 0.38 0.08
H -2.03191 1.10798 -0.22271 -1.02 -0.52 -0.08 0.05
H -1.69188 -1.38952 2.39164 -0.12 -0.01 0.43 0.13
H -1.72096 -3.71425 5.63991 -1.10 -0.36 -0.16 0.04
H -3.35969 -4.53616 5.31625 0.56 0.75 -0.32 0.06
H -3.26590 -2.91336 6.08760 0.28 -0.47 -0.93 0.05
H -2.55954 -4.98996 2.56622 0.13 0.84 -0.58 0.05
H -3.92056 -4.06001 1.81691 1.07 0.24 0.55 0.05
H -2.24846 -3.58092 1.35701 -0.24 -0.62 0.75 0.03
H -0.12949 -2.10720 3.76434 -0.09 1.20 0.14 0.14
H -1.48557 -1.28899 6.17381 0.83 -0.41 -0.65 0.11
H 0.30673 -1.82026 5.97945 -0.95 0.13 -0.46 0.13
H 0.87795 0.80892 5.77213 -1.68 -0.63 0.79 0.15
H -0.17402 1.55706 8.20005 1.05 -1.71 0.41 0.11
H -1.35436 0.11024 8.15112 1.98 -0.77 0.58 0.11
C 6.07496 -5.90472 -2.75775 -0.24 -0.05 0.07 -0.11
O 5.77836 -6.13636 -1.39083 0.27 0.11 -0.21 -0.20
C 6.86330 -5.85312 -0.51108 -0.19 -0.07 0.51 -0.21
C 6.58789 -4.60142 0.31500 0.00 0.03 -0.56 -0.21
N 6.63179 -3.39687 -0.51394 -0.18 -0.06 0.28 -0.05
C 6.09042 -2.20440 0.13658 0.03 -0.05 -0.34 -0.19
C 4.62058 -2.22542 0.57270 0.12 0.43 0.10 -0.22
O 3.68819 -2.24124 -0.50137 0.02 -0.25 0.24 -0.21
C 3.44966 -3.52549 -1.05868 -0.09 0.24 -0.23 -0.09
H 5.26953 -6.33554 -3.35433 0.02 -0.01 0.11 0.09
H 6.12011 -4.83286 -2.97698 0.17 -0.02 -0.12 0.07
H 7.01385 -6.38320 -3.04750 0.02 0.08 -0.02 0.09
H 7.81658 -5.78175 -1.04387 -0.11 0.12 -0.09 0.12
H 6.93674 -6.70190 0.17549 0.03 0.02 -0.02 0.12
H 7.33532 -4.51867 1.10758 0.02 0.02 0.02 0.12
H 5.60442 -4.73040 0.78021 0.01 -0.17 0.17 0.10
H 6.10730 -3.56003 -1.36366 0.09 -0.03 0.02 0.06
H 6.21343 -1.38188 -0.57533 -0.06 0.03 0.13 0.12
H 6.71514 -1.96464 1.00328 -0.07 -0.06 0.05 0.12
H 4.43325 -1.28763 1.10610 0.00 0.01 -0.06 0.11
H 4.40179 -3.02455 1.28997 0.01 -0.16 -0.14 0.11
H 3.50190 -4.32089 -0.31114 0.12 0.01 -0.02 0.09
H 4.14917 -3.71982 -1.87312 0.00 -0.24 0.05 0.07
H 2.44670 -3.52619 -1.49176 -0.01 0.07 0.06 0.08
C 1.33618 0.88701 -4.58563 -0.02 -0.28 0.03 -0.10
O 0.04951 0.29538 -4.64275 0.18 0.35 0.03 -0.21
C -0.95593 1.16087 -5.16571 -0.49 -0.30 -0.10 -0.21
C -1.40294 0.71173 -6.55258 0.56 0.09 0.07 -0.21
N -0.35520 0.93678 -7.54695 -0.23 -0.13 0.08 -0.05
C -0.59163 0.26670 -8.82732 0.28 0.04 0.07 -0.19
C -0.69735 -1.26292 -8.83300 0.02 0.08 -0.40 -0.22
O 0.51814 -1.93694 -8.53891 -0.28 0.03 0.20 -0.18
C 0.81506 -2.05386 -7.15909 0.27 -0.08 -0.24 -0.10
H 1.98105 0.23390 -3.99466 -0.10 -0.01 -0.01 0.09
H 1.77456 0.97784 -5.58412 0.07 0.19 0.05 0.08
H 1.30179 1.86824 -4.10334 0.02 0.04 -0.06 0.08
H -0.63669 2.20811 -5.16541 0.15 -0.09 -0.09 0.12
H -1.81532 1.08179 -4.49149 0.01 0.02 -0.01 0.11
H -2.29779 1.26791 -6.84219 -0.03 0.01 -0.02 0.12
H -1.66450 -0.34956 -6.48117 -0.20 -0.02 0.12 0.10
H 0.52819 0.61032 -7.17732 -0.05 0.03 0.00 0.06
H 0.24318 0.54376 -9.47864 -0.10 -0.07 -0.04 0.12
H -1.49534 0.68746 -9.28017 -0.04 -0.07 0.05 0.12
H -0.95436 -1.56023 -9.85382 0.05 0.01 0.03 0.12
H -1.51169 -1.63466 -8.20100 0.08 0.03 0.17 0.11
H -0.08383 -2.17030 -6.54771 -0.01 0.11 -0.01 0.09
H 1.39745 -1.19290 -6.82277 -0.09 0.01 0.24 0.07
H 1.44049 -2.93776 -7.02135 -0.05 -0.01 -0.10 0.09
```
Positions in Å, forces in eV/Å.

Formula: C15H18
Source: OMol25
Level of theory: wB97M-V/def2-TZVPD

Properties
Energy above the lowest of the compared OMol25 structures with the same formula, charge and spin = 3.8195 eV
SMILES = CCc1ccccc1.Cc1ccccc1
Gap between HOMO and LUMO = 9.39 eV
Lowest unoccupied orbital energy = 0.83 eV
Net charge = 0
Molar mass = 198.31 g mol⁻¹
HOMO level = -8.6 eV

Geometry as XYZ:
```
33
Properties=species:S:1:pos:R:3:forces:R:3:nbo_charge:R:1
C 2.68619 -1.55963 1.71119 -0.45 -3.70 5.45 -0.60
C 2.10513 -2.82623 1.09652 -3.47 2.49 0.76 -0.41
C 1.33370 -2.59668 -0.15722 1.30 3.19 -1.74 0.00
C 1.72810 -1.69207 -1.20634 -1.73 -0.74 -1.13 -0.24
C 1.06198 -1.62575 -2.48000 2.93 0.54 -0.95 -0.19
C 0.22117 -2.66371 -2.81900 0.39 0.05 1.13 -0.25
C -0.22604 -3.42181 -1.69277 -3.10 -0.60 -4.41 -0.20
C 0.15700 -3.23124 -0.38325 -1.33 -1.83 -0.72 -0.24
H 3.19806 -0.83441 1.27727 2.70 2.39 -3.31 0.21
H 3.38412 -1.93543 2.59622 -1.19 0.86 -1.63 0.19
H 1.97695 -0.93290 2.23282 -0.95 -0.33 0.25 0.21
H 2.81379 -3.50935 0.82715 2.09 -2.02 -0.11 0.22
H 1.29723 -3.26812 1.78622 1.73 0.36 -0.53 0.21
H 2.52730 -1.00671 -1.28890 1.18 0.40 1.28 0.22
H 1.58301 -0.91594 -3.32390 -1.63 -1.68 2.26 0.21
H -0.00547 -2.88273 -3.88331 -0.31 0.09 1.09 0.22
H -1.08308 -4.07337 -2.18799 1.48 0.73 2.40 0.22
H -0.40502 -3.72080 0.41145 0.35 -0.16 -0.10 0.22
C -3.68982 2.40040 -0.08349 -3.49 1.08 1.07 -0.64
C -2.30364 2.63496 0.38226 2.56 1.47 -3.39 0.00
C -1.29171 2.90354 -0.72448 -4.79 -1.37 1.94 -0.21
C -0.09215 3.20509 -0.30883 6.21 1.09 0.75 -0.21
C 0.31171 3.29560 1.10354 -1.34 -0.41 -2.87 -0.21
C -0.61619 3.05066 2.08463 4.03 0.86 -1.39 -0.20
C -1.83930 2.77609 1.67096 -4.67 -1.28 -0.88 -0.24
H -3.82191 1.94793 -1.08797 0.47 0.11 0.74 0.23
H -4.40973 3.36857 -0.11387 2.03 -1.63 -0.05 0.22
H -4.27986 1.82015 0.68108 0.66 0.05 -0.84 0.22
H -1.57196 2.82100 -1.77433 0.00 -0.03 0.33 0.22
H 0.82215 3.33919 -1.08509 -2.34 -0.16 1.79 0.20
H 1.33359 3.50536 1.16075 1.35 0.29 0.99 0.21
H -0.39055 3.00354 3.10449 0.46 0.22 1.34 0.21
H -2.51477 2.62478 2.47417 -1.13 -0.31 0.47 0.20
```
Positions in Å, forces in eV/Å.

Which of these has the lowest molar mass? C15H18